C43H58Br2FN3SSiYb | ωB97M-V with the def2-TZVPD basis set

2S+1: 2
Net charge: -1
Orbital gap (spin up / spin down): 0.266 / 0.266 hartree
HOMO energy (spin up / spin down): -4.938 / -4.942 eV

Positions of all 110 atoms, in Å:
1 Yb -2.4350 -0.9517 0.8050
2 N -4.0727 0.6759 2.4131
3 C -4.0809 2.0872 2.2498
4 C -4.0605 2.9103 3.3708
5 C -4.0335 4.2898 3.2508
6 C -4.0359 4.8626 1.9902
7 C -4.0729 4.0433 0.8725
8 C -4.1016 2.6513 0.9669
9 C -4.1581 1.8616 -0.2989
10 C -5.1081 2.2824 -1.2344
11 C -5.1764 1.7128 -2.4934
12 C -4.2589 0.7309 -2.8277
13 C -3.3434 0.2988 -1.8805
14 C -3.2478 0.8168 -0.5719
15 H -4.1982 0.4346 3.3881
16 H -4.8207 0.2358 1.8747
17 H -4.0484 2.4525 4.3543
18 H -4.0145 4.9119 4.1370
19 H -4.0061 5.9387 1.8732
20 H -4.0681 4.4859 -0.1156
21 H -5.8200 3.0508 -0.9529
22 H -5.9282 2.0341 -3.2043
23 H -4.2691 0.2891 -3.8181
24 H -2.6610 -0.4951 -2.1850
25 C -0.8132 2.4913 1.6267
26 C -0.0529 2.0859 2.8926
27 C -0.9980 1.7461 4.0462
28 C 1.0032 1.0375 2.5696
29 C 2.2905 1.5438 2.4104
30 C 3.3716 0.7295 2.1425
31 C 3.1510 -0.6263 2.0081
32 C 1.8817 -1.1890 2.1282
33 C 1.8717 -2.7048 1.9067
34 C 2.1232 -3.4960 3.1983
35 C 0.6770 -3.2782 1.1538
36 C 0.7711 -0.3490 2.4142
37 N -0.5409 -0.8855 2.5347
38 C -0.8201 -1.5128 3.7007
39 C -0.0421 -1.4890 4.8874
40 C -0.4347 -2.1517 6.0341
41 C -1.6186 -2.8798 6.0933
42 C -2.4168 -2.9303 4.9569
43 C -2.0017 -2.2583 3.8398
44 F -2.8108 -2.3199 2.7096
45 H -1.5535 3.2624 1.8479
46 H -1.3326 1.6385 1.1830
47 H -0.1212 2.8784 0.8758
48 H 0.5046 2.9701 3.2181
49 H -1.7000 0.9623 3.7761
50 H -1.5659 2.6381 4.3173
51 H -0.4309 1.4196 4.9195
52 H 2.4428 2.6132 2.5136
53 H 4.3677 1.1432 2.0411
54 H 3.9928 -1.2841 1.8151
55 H 2.7464 -2.8953 1.2765
56 H 1.2788 -3.4326 3.8795
57 H 3.0120 -3.1241 3.7141
58 H 2.2837 -4.5487 2.9509
59 H -0.1800 -3.4344 1.8064
60 H 0.9421 -4.2451 0.7186
61 H 0.3870 -2.6167 0.3424
62 H 0.8886 -0.9365 4.8733
63 H 0.2021 -2.1049 6.9102
64 H -1.9145 -3.3955 6.9961
65 H -3.3449 -3.4864 4.9291
66 S -1.6318 -4.6829 -2.4659
67 C -1.7713 -3.5271 -1.3687
68 N -1.9265 -2.6891 -0.5585
69 C 2.0790 2.7315 -3.1596
70 C 2.9158 1.5315 -2.6880
71 C 3.2348 1.7895 -1.2071
72 C 4.2297 1.5070 -3.4840
73 Si 1.9311 -0.1192 -2.9425
74 Br 0.3337 0.0204 -1.2842
75 C 2.9826 -1.6913 -2.5758
76 C 3.8068 -1.4790 -1.2968
77 C 2.0820 -2.9041 -2.3284
78 C 3.9338 -2.0111 -3.7379
79 C 0.9368 -0.1886 -4.5967
80 C 1.8217 0.2304 -5.7812
81 C 0.4044 -1.6043 -4.8635
82 C -0.2892 0.7376 -4.5448
83 H 2.6086 3.6579 -2.9146
84 H 1.1131 2.7577 -2.6509
85 H 1.9121 2.7237 -4.2377
86 H 3.7952 2.7269 -1.1169
87 H 3.8359 1.0040 -0.7545
88 H 2.3233 1.8900 -0.6189
89 H 4.6929 2.4987 -3.4624
90 H 4.0668 1.2393 -4.5305
91 H 4.9416 0.7989 -3.0555
92 H 3.1797 -1.1209 -0.4766
93 H 4.6255 -0.7725 -1.4482
94 H 4.2460 -2.4329 -0.9876
95 H 1.3241 -2.6943 -1.5752
96 H 2.6843 -3.7411 -1.9607
97 H 1.5717 -3.2453 -3.2238
98 H 4.6313 -1.1949 -3.9393
99 H 3.3843 -2.2214 -4.6576
100 H 4.5207 -2.9007 -3.4889
101 H 2.7290 -0.3751 -5.8485
102 H 2.1123 1.2801 -5.7141
103 H 1.2638 0.1019 -6.7140
104 H 1.2038 -2.3140 -5.0801
105 H -0.2560 -1.5808 -5.7362
106 H -0.1783 -1.9829 -4.0206
107 H -0.0228 1.7818 -4.3821
108 H -0.9801 0.4362 -3.7573
109 H -0.8266 0.6738 -5.4969
110 Br -5.0520 -1.8402 0.6109

Cartesian forces (eV/Å) of the 6 atoms listed first:
Yb -0.1 -0.1 0.5
N 0.3 -0.1 -0.3
C 0.0 0.1 -0.1
C 0.0 -0.1 0.0
C 0.0 0.0 0.0
C 0.0 0.0 0.0

Results of the Löwdin charge analysis, in e, for atoms 1 through 8: 1.369 0.040 -0.272 -0.068 -0.105 -0.103 -0.049 -0.155

***

C5H15NO | ωB97M-V with the def2-TZVPD basis set

SMILES: CCCO.CNC
2S+1: 1
Net charge: 0
Energy relative to the best compared isomer or geometry (same formula, charge and spin): 27.5 kcal per mole
Orbital gap: 0.380 hartree
HOMO energy: -9.432 eV

Positions of all 22 atoms, in Å:
1 C 1.6864 2.6222 1.3200
2 C 0.4137 2.1682 0.6159
3 C -0.2054 0.9362 1.2402
4 O 0.6131 -0.2217 1.1140
5 H 2.1527 3.5152 0.8578
6 H 2.4668 1.8571 1.2734
7 H 1.4524 2.8729 2.3686
8 H -0.2815 2.9692 0.5896
9 H 0.6215 1.9663 -0.4241
10 H -0.3949 1.1167 2.3188
11 H -1.2212 0.7498 0.7557
12 H 0.2530 -0.7993 0.3785
13 C -1.6769 -2.2727 -0.5086
14 N -0.2549 -2.0504 -0.7213
15 C 0.0285 -1.5028 -2.0495
16 H -1.7990 -2.7990 0.5014
17 H -2.1834 -1.3032 -0.4607
18 H -2.1707 -2.9055 -1.3055
19 H 0.2682 -2.9434 -0.6409
20 H -0.4312 -2.1100 -2.9339
21 H 1.0787 -1.3660 -2.1906
22 H -0.4159 -0.4997 -2.0988

Cartesian forces (eV/Å) of the 6 atoms listed first:
C 0.4 0.4 0.0
C 0.9 -0.4 0.0
C -1.1 -0.5 -0.1
O -0.5 0.2 -0.4
H -0.5 -0.3 0.2
H -0.3 -0.1 0.3

Results of the natural (NBO) charge analysis, in e, for atoms 1 through 8: -0.608 -0.424 -0.051 -0.776 0.203 0.217 0.198 0.196

***

Per-record maximum force, eV/A: 1.16; 1.97